{"formula": "C2H5I2P", "method": "wB97M-V/def2-TZVPD", "species": ["C", "C", "P", "I", "I", "H", "H", "H", "H", "H"], "positions_angstrom": [[-0.691, -0.980, -0.108], [-1.102, -0.076, -0.965], [2.963, 0.438, 0.693], [5.063, 1.105, -0.174], [2.962, -1.864, 0.023], [-1.040, -2.071, -0.084], [0.059, -0.634, 0.667], [3.453, 0.490, 2.006], [-1.612, -0.439, -1.889], [-0.847, 1.030, -0.902]], "orbital_gap_ev": 8.79, "relative_energy_kcal_mol": 27.5, "charge": 0, "lumo_energy_ev": -0.4}